Record 1
{"formula": "C2H6NO3S", "method": "ωB97M-V/def2-TZVPD", "elements": ["C", "C", "N", "O", "O", "O", "S", "H", "H", "H", "H", "H", "H"], "positions_angstrom": [[-0.198300, 1.579891, 0.065043], [1.095037, -1.552704, 0.139263], [0.497925, 0.737010, -0.662978], [-3.100679, -0.675676, 1.156952], [-3.917720, 0.761076, -0.726674], [1.248930, -0.142322, 0.301308], [-2.815279, -0.158171, -0.176537], [-0.060426, 1.557356, 1.144669], [-0.446900, 2.522984, -0.476166], [-1.704641, 0.938808, 0.020773], [0.869002, -1.584702, -0.935855], [0.189700, -1.730905, 0.809543], [2.004719, -2.206302, 0.349071]], "forces_ev_per_a": [[1.193, -0.440, -1.380], [-1.619, 0.973, -0.433], [0.651, -0.645, 1.249], [-0.075, -0.294, 1.013], [1.554, -1.521, 0.784], [0.842, 1.314, 0.426], [-0.891, 2.628, -1.862], [-0.264, 0.174, -0.036], [-0.272, -0.894, 0.571], [-0.931, -0.584, 0.383], [-0.350, -1.070, 0.245], [1.126, -0.979, -1.081], [-0.965, 1.338, 0.120]], "mulliken_charge": [-0.451, -0.444, -0.380, -0.573, -0.645, -0.257, 0.404, 0.356, 0.335, 0.028, 0.250, 0.176, 0.200], "e_above_lowest_kcal_mol": 118.3, "fmax_ev_per_a": 3.342, "charge": -1, "lumo_energy_ev": [3.882, 3.882], "total_energy_ha": -758.35586, "gap_ev": [7.09, 7.09]}

---

Record 2
{"formula": "C20H20NO12P2Zr", "method": "ωB97M-V/def2-TZVPD", "elements": ["Zr", "O", "C", "O", "C", "C", "C", "C", "C", "O", "C", "C", "O", "O", "H", "H", "H", "H", "H", "H", "H", "H", "O", "P", "O", "O", "O", "P", "O", "O", "O", "H", "H", "N", "C", "C", "C", "C", "C", "C", "C", "C", "C", "C", "C", "C", "H", "H", "H", "H", "H", "H", "H", "H", "H", "H"], "positions_angstrom": [[-0.374696, -0.032340, 0.411630], [0.424963, -3.320117, 2.510040], [-0.344033, -2.706506, 1.813128], [-0.009697, -2.018780, 0.735660], [-1.837951, -2.688072, 2.132891], [-2.698353, -2.354791, 0.905702], [-4.171472, -2.642917, 1.185369], [-4.549929, -1.461429, 2.115365], [-3.219661, -0.726829, 2.229349], [-2.658714, -0.904873, 0.908681], [-2.227715, -1.512297, 3.105282], [-1.095409, -0.579081, 3.484869], [-0.873214, -0.311528, 4.643118], [-0.457452, -0.058800, 2.461303], [-2.086328, -3.654882, 2.565183], [-2.317941, -2.719784, -0.039630], [-4.300446, -3.617050, 1.657924], [-4.750211, -2.626903, 0.263591], [-4.918321, -1.777203, 3.091693], [-5.296814, -0.817649, 1.653631], [-3.284548, 0.333174, 2.450362], [-2.674255, -1.863886, 4.030429], [-0.030127, 3.494284, 0.297526], [-1.274814, 2.739417, -0.334969], [-2.257232, 3.676918, -0.872258], [-1.641273, 1.615407, 0.642677], [-0.518309, 1.821429, -1.527398], [-1.461194, 0.725661, -2.337936], [-0.448029, 0.288366, -3.500987], [-2.714768, 1.273626, -2.845433], [-1.436858, -0.470824, -1.375644], [0.070914, 4.354574, -0.116747], [-0.537561, 0.878855, -4.252734], [1.229114, -1.136455, -1.351588], [2.301732, -0.615254, -2.133916], [2.754644, -1.382659, -3.205729], [3.764273, -0.943366, -4.036585], [4.329670, 0.297925, -3.779124], [3.894859, 1.043216, -2.699133], [2.873028, 0.624439, -1.828224], [2.575427, 1.404236, -0.565200], [3.317504, 2.575345, -0.365502], [3.354650, 3.244704, 0.848993], [2.660315, 2.718049, 1.919280], [1.843228, 1.622364, 1.695245], [1.699342, 0.961552, 0.462686], [1.282145, -2.142927, -1.251609], [0.359929, -0.962072, -1.840074], [2.273005, -2.337590, -3.388711], [4.096886, -1.548855, -4.870581], [5.130049, 0.678361, -4.402082], [4.403701, 1.976662, -2.522180], [3.902435, 2.994863, -1.169572], [3.947312, 4.146989, 0.951937], [2.710209, 3.175720, 2.900917], [1.267989, 1.269585, 2.539083]], "forces_ev_per_a": [[1.697, -0.876, 0.173], [0.186, -0.125, 0.016], [-0.255, 0.159, -0.353], [-0.198, -0.888, 0.572], [-0.096, 0.150, 0.032], [-0.012, 0.165, 0.146], [-0.042, -0.014, 0.091], [-0.044, -0.082, 0.013], [0.071, -0.015, -0.127], [-0.122, -0.261, 0.177], [-0.057, -0.173, -0.169], [0.285, 0.143, -0.219], [0.088, 0.085, 0.112], [-0.319, -0.174, 0.579], [-0.030, -0.004, 0.076], [0.054, 0.003, -0.086], [-0.026, 0.001, -0.011], [0.002, 0.016, -0.009], [-0.005, -0.006, -0.022], [-0.005, -0.005, -0.003], [0.039, 0.073, -0.031], [-0.072, -0.080, 0.006], [0.121, -0.135, 0.069], [-0.177, 0.171, -0.393], [-0.117, -0.051, 0.032], [0.081, 0.890, -0.136], [-0.713, -0.054, 0.250], [-0.080, 0.133, -0.157], [0.071, -0.081, 0.132], [-0.009, -0.045, -0.022], [-0.131, 0.280, -0.589], [0.021, 0.187, -0.048], [0.014, 0.088, -0.194], [-0.374, 0.385, -0.113], [0.038, -0.042, 0.125], [-0.010, -0.005, -0.051], [0.007, 0.036, 0.003], [-0.029, -0.025, 0.037], [-0.014, 0.007, -0.059], [-0.007, 0.090, 0.127], [0.086, -0.118, -0.152], [0.023, 0.027, 0.066], [0.001, -0.033, -0.085], [0.095, 0.026, -0.069], [0.009, -0.085, 0.240], [-0.063, 0.519, 0.215], [0.095, 0.045, 0.273], [0.007, -0.348, -0.483], [0.008, 0.024, 0.013], [0.004, -0.002, 0.020], [-0.020, 0.008, -0.005], [-0.003, -0.006, -0.017], [0.036, 0.018, 0.035], [0.000, -0.014, -0.023], [-0.010, -0.020, -0.018], [-0.101, 0.036, 0.008]], "mulliken_charge": [0.574, -0.696, -0.054, -0.663, 0.002, 0.055, -1.057, -1.081, -0.198, -0.414, 0.184, -0.021, -0.734, -0.752, 0.543, 0.586, 0.398, 0.343, 0.391, 0.376, 0.661, 0.522, -0.330, 0.221, -0.776, -0.178, 0.232, 0.416, -0.494, -0.739, -0.389, 0.287, 0.304, 0.287, 0.397, -0.304, -0.690, -0.874, -1.075, 0.483, 1.639, -0.948, -0.879, -0.827, -0.062, 0.788, 0.218, 0.462, 0.374, 0.371, 0.391, 0.245, 0.283, 0.365, 0.412, 0.422], "e_above_lowest_kcal_mol": 47.2, "fmax_ev_per_a": 1.918, "charge": -1, "lumo_energy_ev": 2.629, "total_energy_ha": -2462.13753, "gap_ev": 8.17}